Entry 1:
Molecular formula: C4H12NO
Method: DFT, ωB97M-V with the def2-TZVPD basis set

Summary:
Total charge ... +1
2S+1 ... 1
Max |F| ... 4.907 eV/A
HOMO level ... -13.19 eV
ΔE to the lowest compared entry with this formula, charge and spin ... 53.4 kcal per mole

```
18
Properties=species:S:1:pos:R:3:forces:R:3
C 0.095 -0.771 -0.702 -1.15 -2.14 -1.17
C -1.403 -0.695 -0.252 0.69 -2.82 -2.85
C -1.613 -0.842 1.165 1.51 -0.82 4.60
C -2.708 -0.664 1.894 -1.76 -0.58 1.82
N 0.784 0.443 -0.314 3.32 0.76 -0.50
H 0.593 -1.636 -0.241 -0.19 0.36 0.10
H 0.291 -0.924 -1.844 -0.78 0.52 2.02
H -1.839 0.149 -0.732 -0.67 0.82 -0.11
H -1.907 -1.619 -0.707 0.68 1.25 0.08
H -0.771 -1.322 1.829 -0.99 1.24 -1.53
H -2.886 -0.790 3.050 1.31 -0.02 -2.37
H -3.707 -0.571 1.476 0.20 0.76 -0.55
H 1.879 0.249 -0.441 -2.70 1.49 -0.38
H 0.375 1.218 -0.891 1.25 -0.43 0.61
H 0.733 0.717 0.670 -0.59 -0.22 0.13
H 3.724 2.343 -1.983 0.18 1.22 -2.19
H 4.354 1.737 -0.805 -2.43 0.21 -0.62
O 3.430 1.897 -1.227 2.12 -1.62 2.92
```
Positions in Å, forces in eV/Å.

Entry 2:
Molecular formula: C4H6N2O
Method: DFT, ωB97M-V with the def2-TZVPD basis set

Summary:
Total charge ... 0
2S+1 ... 1
Max |F| ... 1.745 eV/A
HOMO level ... -7.20 eV
ΔE to the lowest compared entry with this formula, charge and spin ... 101.5 kcal per mole

```
13
Properties=species:S:1:pos:R:3:forces:R:3
C -2.093 -0.126 -0.237 -0.20 -0.20 -0.80
C -0.718 -0.250 -0.237 -0.23 -0.15 -0.08
C 0.443 -0.573 -0.929 -0.35 -0.31 0.20
C 1.506 -0.037 -0.162 -0.30 0.15 0.30
O 2.769 -0.029 -0.606 -0.20 0.04 0.29
N 1.206 0.533 1.006 -0.31 0.43 -0.43
N -0.233 0.301 1.054 -0.17 -0.19 -0.02
H -1.085 0.923 1.231 1.56 0.65 0.42
H -2.753 -0.749 -0.807 0.12 -0.26 -0.56
H -2.477 0.891 -0.178 0.05 -0.03 0.75
H 0.501 -0.917 -1.951 0.07 0.06 0.22
H 3.313 0.441 0.043 -0.07 -0.02 -0.04
H -0.379 -0.408 1.773 0.03 -0.19 -0.26
```
Positions in Å, forces in eV/Å.

Entry 3:
Molecular formula: C7H17N
Method: DFT, ωB97M-V with the def2-TZVPD basis set

Summary:
Total charge ... 0
2S+1 ... 1
Max |F| ... 6.347 eV/A
HOMO level ... -6.50 eV
ΔE to the lowest compared entry with this formula, charge and spin ... 219.8 kcal per mole

```
25
Properties=species:S:1:pos:R:3:forces:R:3
C -2.596 0.079 0.246 -1.78 2.81 -5.41
C -2.381 -0.514 -1.448 -1.82 -2.78 2.85
C -1.716 -0.438 1.247 -0.03 3.53 1.13
N 2.601 -0.295 -0.464 -3.06 0.01 2.05
C 2.710 0.733 -1.416 1.80 0.23 -1.83
C 0.553 1.018 0.228 -0.52 -0.35 0.23
C 1.264 -0.354 0.239 3.10 2.52 0.02
C 1.522 -0.955 1.615 2.42 1.29 -0.57
H -3.676 -0.122 0.337 0.37 -0.54 0.45
H -2.620 1.223 0.024 0.63 -1.76 0.88
H -2.043 0.169 -2.212 0.14 0.37 0.22
H -3.368 -1.097 -1.769 1.94 1.64 0.58
H -1.683 -1.349 -1.206 -0.08 0.75 -0.80
H -2.160 -1.274 1.631 -0.06 -2.71 1.27
H -1.471 0.383 2.022 0.03 -1.79 -1.06
H 2.737 1.815 -1.167 -0.65 -0.56 0.49
H 3.701 0.613 -1.849 0.36 -0.07 -0.13
H 2.089 0.603 -2.330 -0.54 0.08 0.46
H 0.934 1.675 1.038 -0.16 -0.22 -0.55
H -0.540 0.710 0.422 1.97 0.92 -0.37
H 0.657 1.507 -0.771 -0.45 -0.26 0.95
H 0.621 -0.948 -0.364 -1.21 -1.51 -0.79
H 0.823 -0.789 2.367 -2.23 0.24 0.76
H 1.639 -2.016 1.463 0.66 -0.33 0.47
H 2.404 -0.375 2.117 -0.83 -1.51 -1.28
```
Positions in Å, forces in eV/Å.

Entry 4:
Molecular formula: C6H11N2O
Method: DFT, ωB97M-V with the def2-TZVPD basis set

Summary:
Total charge ... +1
2S+1 ... 1
Max |F| ... 6.233 eV/A
HOMO level ... -14.91 eV
ΔE to the lowest compared entry with this formula, charge and spin ... 68.8 kcal per mole

```
20
Properties=species:S:1:pos:R:3:forces:R:3
C 0.925 -2.072 -0.131 4.62 0.73 -1.56
C 0.618 -0.862 -1.036 3.37 -0.13 3.22
N 1.718 -0.347 -1.898 -1.31 1.60 1.15
C 1.664 0.919 -1.683 3.70 -0.76 -3.01
O 0.794 1.383 -0.754 0.53 0.70 -0.62
C 0.151 0.319 -0.329 -0.07 1.54 1.59
N -0.759 0.593 0.544 -0.39 -1.69 -0.83
C -1.719 -0.421 0.986 1.45 0.49 3.82
C -0.787 1.933 0.983 -0.27 1.71 3.02
H 1.767 -2.610 -0.815 -2.00 0.78 2.02
H 0.168 -2.742 0.134 -1.33 -0.79 0.00
H 1.437 -1.692 0.816 -0.56 -0.64 -1.29
H -0.215 -0.870 -1.550 -4.36 -1.87 -4.05
H 2.381 1.655 -2.240 -1.78 -1.20 1.45
H -2.716 -0.084 1.025 -1.04 0.87 -0.28
H -1.650 -1.237 0.377 0.10 -2.10 -1.70
H -1.487 -0.796 2.065 -0.13 0.83 -1.80
H -1.488 2.611 0.538 -0.60 -0.10 -0.69
H -0.992 1.946 2.069 -0.16 -0.17 -0.44
H 0.188 2.373 0.901 0.21 0.20 0.00
```
Positions in Å, forces in eV/Å.

Across the entries above, orbital gap takes the values 0.3572, 0.2929, 0.1396, 0.4086 Ha, respectively.